Formula: C9H13NO
Source: OMol25
Level of theory: ωB97M-V/def2-TZVPD

Properties
multiplicity: 1
E_LUMO: 0.9 eV
E_HOMO: -9.2 eV
DFT total energy: -13076.2259 eV
relative energy (zero: lowest compared OMol25 entry of this formula, charge and spin): 564.0 kJ/mol
SMILES: C#CC(C)(C)C.c1cocn1
molecular weight: 151.2 g/mol

Last column: Löwdin charge in e.
Cartesian coordinates (Å):
O -2.69896 0.00437 -0.23062  -0.021
N -2.43160 0.00318 1.94648  0.038
C 0.50322 2.53185 -1.18978  0.130
C 1.32324 -0.05436 1.14004  -0.014
C -2.67388 -1.23879 1.56808  -0.196
C 0.44101 -1.04286 -1.01498  -0.053
C 2.60757 0.24297 -1.04965  -0.049
C -2.28997 0.73705 0.81897  -0.187
C -2.78319 -1.33467 0.20621  -0.080
C 1.17505 0.15892 -0.44037  -0.603
C 0.47515 1.39506 -0.72329  -0.136
H -2.89296 -1.86976 2.44641  0.120
H 1.46945 0.98122 1.41985  0.071
H 2.99095 1.31419 -0.77170  0.117
H 0.36910 -0.31338 1.59140  0.059
H -2.74046 -2.26091 -0.28918  0.103
H -1.82933 1.95725 0.77821  0.214
H 3.19394 -0.47278 -0.62440  0.031
H -0.37404 -1.29991 -0.34026  0.051
H 1.03375 -1.92328 -1.23563  0.087
H 0.05578 -0.75436 -1.96934  0.080
H 2.64501 0.33456 -2.17451  0.106
H 0.19632 3.57249 -1.19698  0.038
H 2.23485 -0.66805 1.33504  0.095